The following is a DFT calculation (ωB97M-V with the def2-TZVPD basis set) of one molecule with the formula C21H16ClF3N2O3S.

LUMO level	-0.0396	Eh
total charge	0
SMILES	O=C(NCc1cccc(Cl)c1)c1ccc(S(=O)(=O)Nc2cccc(C(F)(F)F)c2)cc1
highest occupied orbital energy	-9.204	eV

Geometry as XYZ:
```
47
Properties=species:S:1:pos:R:3:forces:R:3
O 1.601688 -2.446866 2.357474 0.1 -9.8 3.7
C 1.482538 -1.389185 1.988375 1.9 5.1 -4.9
N 1.065232 -0.395525 2.741353 1.4 6.2 -7.6
C 0.183256 -0.585669 3.703771 4.9 8.3 6.6
C -1.096071 -0.073214 3.575997 1.1 3.2 4.9
C -1.728700 0.810663 4.506267 0.3 -1.8 1.4
C -3.079796 0.814765 4.419263 1.5 3.0 2.2
C -3.746740 0.415522 3.283641 -3.4 2.5 3.1
C -3.166750 -0.239981 2.389176 5.4 -5.2 -5.9
Cl -4.149917 -0.838237 0.886136 1.5 0.7 1.9
C -1.583125 -0.641800 2.597709 -10.2 -2.9 -10.0
C 2.055725 -1.135717 0.620630 2.6 7.2 -3.0
C 1.958836 -1.893339 -0.486338 -3.4 -5.3 -0.6
C 2.170410 -1.759590 -1.885332 5.5 11.5 7.4
C 2.862389 -0.314295 -2.130957 -5.0 -6.6 -1.6
S 2.693897 0.146326 -3.921331 12.2 1.0 2.9
O 3.726006 -0.926700 -4.474917 -4.8 3.5 0.5
O 3.203413 1.588711 -3.936086 -2.5 -3.8 -0.7
N 1.235228 -0.086164 -4.386264 1.2 -5.4 -6.8
C 0.225158 -0.052353 -3.539969 -1.2 0.1 0.0
C -0.823878 -0.823181 -3.531952 -6.8 -6.5 -4.5
C -2.058927 -0.572540 -2.883781 14.7 8.5 0.7
C -2.075472 0.404741 -1.934932 4.1 2.7 2.1
C -0.853502 1.209497 -1.725108 -0.5 -1.6 -4.1
C -0.581872 2.270999 -0.691860 -5.1 4.9 -3.3
F -2.017032 2.823301 -0.171408 3.7 -1.3 -1.5
F 0.119016 3.518920 -1.060100 -1.8 -3.8 0.8
F -0.090035 1.772571 0.302755 2.6 -1.2 4.4
C 0.151400 0.951943 -2.719834 1.0 8.1 6.1
C 3.043927 0.510750 -1.057267 0.2 0.1 -2.2
C 2.757258 0.335755 0.199657 -5.5 -12.4 -7.3
H 0.908976 0.534596 2.123423 0.5 -2.7 2.1
H 0.358932 -1.456150 4.038369 0.3 -6.7 2.9
H 0.843256 0.200034 4.549101 -2.3 -2.2 -0.8
H -1.145462 1.075386 5.439375 -0.8 0.0 -1.4
H -3.619117 1.417196 5.154726 -0.1 -0.4 -0.1
H -4.740541 0.771072 3.270253 -1.2 -0.2 -0.6
H -1.176629 -1.315267 1.730286 -0.5 1.3 2.2
H 1.350418 -2.869257 -0.226408 1.3 1.4 -0.6
H 1.877325 -2.377059 -2.529611 -2.1 -5.0 -5.3
H 1.291865 -1.028108 -5.123199 -0.4 3.5 2.6
H -1.059379 -1.725892 -4.438998 1.5 2.5 2.7
H -2.797739 -0.999561 -2.831174 -13.3 -9.2 -0.5
H -2.751770 0.501896 -1.137413 -1.6 0.1 0.3
H 0.962392 1.809220 -2.735240 -1.4 -2.0 -0.1
H 3.320910 1.439094 -1.323816 1.5 3.4 -1.0
H 2.893003 0.622695 1.005557 2.9 7.1 12.7
```
Forces are in eV/Å.


The following is a DFT calculation (ωB97M-V with the def2-TZVPD basis set) of a 11-piece molecular cluster, C36H82Cl12NO8 overall.

LUMO level	-0.0827	Eh
total charge	+1
highest occupied orbital energy	-10.657	eV

Geometry as XYZ:
```
139
Properties=species:S:1:pos:R:3:forces:R:3
C 1.590747 -0.478156 -2.694335 1.0 -1.2 -0.2
C 1.346474 0.259478 -1.390747 -0.2 -0.2 0.4
C -0.193079 0.268231 -1.210281 -0.5 1.2 0.4
N -0.745210 0.870703 0.092210 0.9 1.0 1.2
C -0.210121 2.313761 0.201590 -1.1 -0.2 0.2
C -2.309466 0.885776 0.235063 0.9 -0.7 -1.4
C -2.647017 0.897091 1.705741 -0.3 -0.2 -1.4
C -1.523515 0.152811 2.345981 1.7 -0.3 0.8
C -0.369662 -0.003255 1.311288 0.1 0.7 -0.2
H 1.130685 -0.094531 -3.604978 -0.5 0.0 0.4
H 1.370999 -1.523471 -2.477205 -0.9 -0.1 -0.5
H 2.623809 -0.656076 -2.993035 0.4 0.9 0.4
H 1.865498 1.215249 -1.318635 -0.6 0.4 -0.4
H 1.827699 -0.288477 -0.580651 -0.2 -0.4 0.1
H -0.637381 -0.722951 -1.301133 0.2 -0.1 0.0
H -0.651298 0.910329 -1.962501 0.1 -0.2 -0.3
H -0.603719 2.752139 1.118649 0.1 -0.1 0.1
H -0.646220 2.876305 -0.623924 0.0 -0.1 -0.1
H 0.870166 2.456831 0.176654 -0.1 -0.7 0.1
H -2.775965 1.715878 -0.295420 0.4 -0.1 -0.3
H -2.502732 -0.061163 -0.268973 -0.7 0.0 0.1
H -2.725562 1.954530 1.958197 -0.2 -0.3 0.7
H -3.569051 0.337954 1.864834 -0.2 0.6 0.0
H -1.216135 0.733028 3.216019 0.4 -0.3 0.0
H -1.767852 -0.846855 2.705249 -0.3 0.1 0.0
H 0.609768 0.287658 1.691002 -0.1 0.3 0.0
H -0.212688 -1.008342 0.919774 -0.5 -0.1 0.1
Cl -0.676808 -0.709051 9.157141 0.1 -0.2 -0.1
C -0.349919 -2.404580 8.719597 0.3 -0.5 -0.6
C 1.137416 -2.690776 8.505862 -0.3 0.1 0.1
Cl 1.865078 -1.857766 7.073545 -0.3 0.0 0.6
H -0.930457 -2.663465 7.834125 0.0 0.3 0.0
H -0.712947 -3.051396 9.518304 0.1 0.2 0.2
H 1.333839 -3.741996 8.294988 -0.3 0.0 0.2
H 1.627885 -2.414118 9.439133 0.5 0.2 -0.4
Cl 2.916191 4.687405 -5.628088 -0.6 -0.3 0.1
C 1.161632 4.760960 -6.071031 0.0 0.6 -0.2
C 1.037955 5.440549 -7.452937 0.1 -1.8 0.4
Cl 1.759878 7.018925 -7.457978 0.1 0.9 -0.1
H 0.647393 5.315828 -5.286314 0.2 0.2 -0.1
H 0.751206 3.751334 -6.053215 0.2 0.0 -0.3
H 0.020054 5.464040 -7.842076 -0.1 0.2 0.4
H 1.597334 4.795623 -8.130636 0.1 0.2 -0.2
Cl -8.704780 -2.630914 4.530125 -0.1 0.0 0.0
C -8.839277 -4.370739 4.911921 0.1 -0.1 0.7
C -8.028083 -4.741333 6.170826 -0.2 0.1 -1.1
Cl -6.312727 -4.446317 5.749200 0.2 -0.1 0.5
H -8.437464 -4.919145 4.059922 -0.2 0.0 0.1
H -9.901245 -4.568543 5.057517 0.1 -0.1 0.0
H -8.119721 -5.809880 6.365500 -0.1 0.1 0.0
H -8.308463 -4.171460 7.056686 0.1 0.1 -0.2
Cl 4.818130 -5.941829 -3.565262 -0.3 -0.7 0.1
C 4.261748 -7.618801 -3.189842 -1.1 -0.6 -0.2
C 2.718454 -7.708660 -3.017431 1.0 1.3 0.3
Cl 1.926442 -7.386501 -4.588055 -0.1 -0.1 0.3
H 4.779769 -7.935672 -2.284663 -0.1 0.0 -0.1
H 4.464270 -8.289256 -4.025053 0.7 0.3 0.0
H 2.462714 -6.898785 -2.334193 -0.4 -0.1 -0.1
H 2.348389 -8.648387 -2.607476 0.3 0.0 -0.2
Cl -5.141071 -2.728134 -3.869748 -0.4 0.0 0.1
C -6.761494 -3.529907 -3.714208 1.1 -0.8 -0.8
C -6.768209 -4.885734 -4.474875 -0.4 0.4 -0.4
Cl -6.328320 -4.815369 -6.234865 -0.2 0.4 0.5
H -7.519766 -2.861361 -4.121830 0.2 0.0 0.1
H -6.886114 -3.674987 -2.641105 -0.2 -0.2 -0.2
H -7.806339 -5.217898 -4.481886 0.1 -0.2 0.2
H -6.114410 -5.684446 -4.124566 -0.1 0.5 0.6
Cl -7.378527 4.220297 5.486273 -0.5 0.1 0.0
C -8.376316 5.557796 6.081312 0.2 2.0 0.4
C -8.534148 6.756201 5.121113 0.0 -0.9 -0.6
Cl -6.943446 7.258713 4.505638 0.2 0.2 -0.1
H -7.853906 6.071732 6.888178 0.2 -0.8 0.4
H -9.349890 5.254310 6.466225 0.1 -0.4 -0.3
H -8.925142 7.631464 5.639887 -0.2 -0.3 0.1
H -9.138282 6.506651 4.248839 0.0 0.1 0.1
C -0.490057 0.623519 -8.484245 0.6 -0.7 -1.1
O -1.355239 1.574478 -8.031287 -1.7 2.1 0.3
C -2.674439 1.102846 -7.709469 0.6 -0.1 0.3
C -3.550899 2.264398 -7.155017 1.4 -1.3 -1.0
O -2.951952 2.592262 -5.943361 0.4 0.7 1.6
C -3.361220 3.818991 -5.371842 -0.1 0.7 -0.4
H -0.275412 -0.120962 -7.717576 0.1 -0.3 0.0
H 0.432430 1.085787 -8.835558 0.1 0.3 0.5
H -0.869718 0.181167 -9.405268 -0.2 -0.7 0.0
H -2.460172 0.295576 -7.009098 -0.7 0.0 0.8
H -3.164036 0.578172 -8.529899 0.0 0.4 -0.6
H -4.598483 1.974609 -7.073342 -0.1 -0.2 0.2
H -3.508390 3.061311 -7.897470 0.1 0.4 0.0
H -4.393510 3.784757 -5.023534 -0.3 0.1 -0.4
H -3.149707 4.645858 -6.049820 -0.7 0.0 -0.7
H -2.807453 4.233573 -4.529494 0.7 -1.3 0.5
C -2.144088 -6.248553 1.160353 0.0 -0.8 0.7
O -0.922272 -5.844715 1.726728 0.6 1.6 -1.0
C -0.263602 -6.759812 2.562299 -0.1 -0.6 -0.3
C 1.094235 -6.224580 3.112650 -0.3 -0.4 -0.1
O 2.139420 -6.119096 2.134092 0.5 0.6 -0.4
C 3.505212 -5.857389 2.620437 -1.4 -0.4 1.0
H -2.675842 -5.400520 0.728857 0.3 0.1 0.1
H -2.764573 -6.710383 1.928347 -0.4 0.2 0.3
H -2.054944 -7.038602 0.414717 0.4 0.0 -0.4
H -0.213238 -7.717839 2.044854 0.6 -0.2 -0.1
H -0.988361 -6.924290 3.359646 0.5 -0.2 0.9
H 1.475553 -6.826126 3.937777 -0.3 -0.7 0.0
H 0.764245 -5.327068 3.635801 0.6 1.0 -0.4
H 3.826371 -6.708219 3.221295 -0.1 0.0 0.4
H 3.517136 -4.946590 3.219116 -0.1 0.0 0.2
H 4.315870 -5.757597 1.898650 -0.9 0.0 -0.9
C 0.615532 7.559954 4.136431 0.6 0.4 0.6
O 0.503404 6.628863 5.179027 1.6 -1.0 1.6
C 1.801916 6.139069 5.798759 -0.9 1.3 -0.7
C 2.723897 7.133414 6.596968 -1.7 0.6 -0.2
O 2.078629 7.494440 7.819966 0.2 0.0 -0.1
C 2.810355 8.435794 8.618133 -0.3 -1.0 0.0
H -0.370112 7.730387 3.703335 0.1 -0.4 -0.1
H 1.367190 7.244243 3.412947 -0.1 -0.1 -0.5
H 0.940817 8.528285 4.516752 0.1 0.2 0.1
H 2.373139 5.709421 4.975842 0.2 0.1 -0.1
H 1.510554 5.315708 6.450908 -0.2 0.3 0.1
H 2.896513 8.085313 6.094775 0.0 0.0 -0.7
H 3.717132 6.698629 6.708941 0.0 -0.5 0.4
H 3.161625 9.315394 8.078694 0.1 -0.1 -0.3
H 3.627564 7.874259 9.070861 0.4 0.4 0.1
H 2.170377 8.785967 9.428017 -0.2 -0.2 -0.2
C 11.317785 -1.421533 -6.070016 0.4 0.3 0.6
O 10.770944 -0.779340 -4.922488 0.0 -0.2 -0.1
C 9.770342 -1.536846 -4.262293 -0.2 1.6 0.3
C 9.084905 -0.652864 -3.182267 -0.8 0.1 -1.3
O 8.568866 0.587772 -3.745053 1.0 -0.6 1.1
C 8.710999 1.709906 -2.869427 0.4 0.0 -0.8
H 11.895716 -2.306709 -5.804377 0.0 -0.2 0.2
H 12.029965 -0.710802 -6.489259 -0.2 0.0 -0.2
H 10.582551 -1.734509 -6.811333 -0.3 0.3 0.0
H 10.231713 -2.358288 -3.714130 -0.2 -0.5 -0.2
H 9.034823 -1.825588 -5.013124 -0.1 -0.5 0.1
H 9.751239 -0.568888 -2.323758 0.1 0.7 -0.1
H 8.165747 -1.124379 -2.834538 0.2 -0.8 0.2
H 7.772875 2.263173 -2.825655 -0.1 -0.1 0.1
H 9.475028 2.357225 -3.299943 0.0 0.2 0.0
H 9.057428 1.458464 -1.866988 -0.2 -0.3 0.1
```
Forces are in eV/Å.


The following is a DFT calculation (ωB97M-V with the def2-TZVPD basis set) of one molecule with the formula C2H5NS2.

LUMO level	0.0237	Eh
total charge	0
SMILES	CSC(N)=S
highest occupied orbital energy	-8.554	eV

Geometry as XYZ:
```
10
Properties=species:S:1:pos:R:3:forces:R:3
C -1.944983 -0.998581 0.128381 -0.6 0.3 -0.8
S -1.190957 0.668133 -0.091862 -1.0 -1.0 0.1
C 0.518993 0.287205 -0.060378 -0.6 0.4 0.5
N 1.160299 1.421421 0.066987 -1.1 4.5 -0.3
S 1.438716 -1.016986 -0.032622 0.1 -2.7 -0.1
H -2.963830 -0.938712 0.643086 1.6 0.1 -0.8
H -1.216175 -1.541301 0.731474 -0.3 -0.2 -0.1
H -2.025507 -1.420916 -0.908620 -0.1 0.0 1.2
H 0.641848 2.309717 0.159255 0.2 -0.8 -0.2
H 2.033374 1.491176 0.489618 1.8 -0.5 0.3
```
Forces are in eV/Å.


The following is a DFT calculation (ωB97M-V with the def2-TZVPD basis set) of a 2-piece molecular cluster, C4H8N2O overall.

LUMO level (spin up / spin down)	-0.0017 / -0.0017	Eh
total charge	0
highest occupied orbital energy (spin up / spin down)	-8.823 / -8.827	eV

Geometry as XYZ:
```
15
Properties=species:S:1:pos:R:3:forces:R:3
C 1.367165 0.847600 -0.006159 -0.2 -0.2 -0.2
C -1.810877 0.985685 0.111170 3.1 -1.2 -3.7
C -0.902646 -0.204094 -0.273473 -1.7 -1.8 2.3
C 0.420655 -0.141684 0.438017 1.6 -2.9 -2.8
N 2.136868 1.517336 -0.534845 0.2 0.6 0.2
N 1.599876 -1.669791 -0.641769 -2.3 1.2 2.2
O 0.429892 -0.560114 1.693257 0.5 1.1 1.9
H -1.259881 1.782303 -0.358713 -0.4 1.2 0.3
H -1.800356 0.964289 1.112496 -0.8 0.7 3.7
H -2.682453 0.778752 -0.413948 -2.0 0.2 -0.3
H -1.508110 -1.155163 -0.091700 1.3 0.8 0.9
H -0.863996 -0.353281 -1.289328 1.0 0.5 -2.6
H 2.526711 -1.308745 -0.436679 0.0 0.3 -0.5
H 1.280479 -1.435779 -1.574942 0.5 0.3 -0.2
H 1.066675 -0.047307 2.266618 -0.8 -0.9 -1.0
```
Forces are in eV/Å.


Total energy readings, ordered: -2302.40667; -7599.31562; -930.31727; -341.82624 Ha
Largest force on an atom readings, ordered: 16.99; 2.71; 4.62; 4.96 eV Å⁻¹